Molecular formula: C13H16N2O
Method: DFT, ωB97M-V/def2-TZVPD

XYZ file:
```
32
Properties=species:S:1:pos:R:3:mulliken_spin:R:1
N -3.762 0.946 3.061 0.0045
C -3.495 2.268 3.185 0.2248
C -2.923 3.039 2.154 0.2819
C -2.628 2.463 0.887 -0.0650
C -2.861 1.058 0.754 0.1864
C -3.499 0.376 1.810 0.3023
H -3.632 2.768 4.132 0.0087
H -2.794 4.106 2.263 0.0115
H -2.199 3.025 0.070 0.0022
H -2.679 0.567 -0.191 0.0267
H -3.789 -0.632 1.551 0.0159
N 4.302 -0.954 0.051 0.0000
C 4.015 -1.965 -0.707 0.0000
C 2.794 -2.559 -0.626 0.0000
C 1.875 -2.162 0.316 -0.0001
C 2.177 -1.173 1.235 -0.0002
C 3.448 -0.568 1.047 0.0001
H 4.704 -2.224 -1.497 0.0000
H 2.524 -3.430 -1.206 0.0000
H 0.868 -2.547 0.385 0.0002
H 1.516 -0.869 2.033 0.0000
H 3.661 0.295 1.660 0.0000
C 0.090 -1.351 -2.740 -0.0001
C -0.238 0.114 -2.488 -0.0001
O -1.391 0.605 -2.882 0.0003
C 0.680 0.965 -1.649 0.0001
H -0.522 -1.859 -3.485 0.0000
H -0.107 -1.857 -1.795 0.0000
H 1.011 -1.848 -3.042 0.0000
H 1.688 0.561 -1.742 0.0000
H 0.514 0.831 -0.580 -0.0004
H 0.650 2.008 -1.964 0.0002
```

**Kohn-Sham gap (alpha / beta)**: 6.77 / 2.58 eV
**Charge**: +1
**Calculated total energy**: -689.29627 hartree
**2S+1**: 2

=====

Molecular formula: C23H36AsFN4O3Tc
Method: DFT, ωB97M-V/def2-TZVPD

XYZ file:
```
69
Properties=species:S:1:pos:R:3:mulliken_spin:R:1
Tc -1.174 1.367 -2.820 0.8970
C 0.591 2.433 4.691 0.0000
C -0.562 1.528 4.293 0.0001
N -0.511 1.156 2.866 -0.0003
C -1.267 1.839 1.999 0.0063
C -1.259 1.645 0.641 0.0021
C -2.124 2.553 -0.189 0.0098
O -3.071 3.111 0.314 0.0045
O -1.730 2.704 -1.425 0.0229
C -0.456 0.624 0.096 0.0005
O -0.437 0.314 -1.137 0.0229
C 0.364 -0.128 1.029 -0.0177
C 1.207 -1.143 0.557 0.0042
C 2.004 -1.820 1.428 -0.0014
F 2.855 -2.748 0.952 0.0001
C 1.999 -1.558 2.813 -0.0017
C 1.161 -0.565 3.278 0.0008
C 0.343 0.165 2.400 -0.0010
N 2.823 -2.254 3.729 0.0000
C 3.900 -1.503 4.350 -0.0001
C 4.263 -2.115 5.691 0.0001
N 4.624 -3.563 5.486 0.0000
C 3.517 -4.316 4.791 0.0000
C 3.202 -3.632 3.475 -0.0002
H 0.538 2.652 5.757 0.0000
H 0.543 3.378 4.152 0.0000
H 1.558 1.975 4.481 0.0001
H -1.516 2.029 4.441 0.0000
H -0.602 0.612 4.880 -0.0001
H -1.925 2.594 2.412 0.0002
H 1.243 -1.360 -0.502 -0.0023
H 1.128 -0.377 4.340 -0.0003
H 3.599 -0.470 4.516 0.0000
H 4.793 -1.475 3.704 0.0000
H 3.415 -2.107 6.374 0.0000
H 5.116 -1.622 6.153 0.0000
H 4.842 -4.003 6.381 0.0000
H 5.474 -3.621 4.919 0.0000
H 2.664 -4.301 5.468 0.0000
H 3.858 -5.339 4.647 0.0000
H 2.379 -4.171 3.009 0.0001
H 4.066 -3.715 2.801 0.0001
C -3.929 -0.353 -1.363 -0.0015
As -3.289 0.162 -3.113 -0.0322
C -4.740 1.201 -3.841 -0.0025
C -3.271 -1.466 -4.145 0.0004
H -4.846 -0.932 -1.475 -0.0008
H -4.135 0.544 -0.778 0.0005
H -3.174 -0.956 -0.862 -0.0002
H -5.656 0.613 -3.797 -0.0005
H -4.522 1.466 -4.872 -0.0009
H -4.852 2.108 -3.249 0.0018
H -4.255 -1.933 -4.104 -0.0007
H -2.522 -2.143 -3.740 0.0026
H -3.020 -1.237 -5.179 0.0004
C 0.183 0.850 -6.476 0.0143
C -0.714 1.907 -5.846 0.0218
C -2.074 1.975 -6.538 -0.0018
C -0.044 3.281 -5.823 -0.0068
N -0.965 1.537 -4.455 0.0616
H 0.364 1.102 -7.521 -0.0008
H -0.284 -0.134 -6.439 -0.0010
H 1.145 0.800 -5.966 -0.0002
H -1.932 2.271 -7.578 -0.0006
H -2.720 2.708 -6.057 -0.0008
H -2.564 0.999 -6.536 0.0004
H 0.157 3.597 -6.847 0.0001
H 0.905 3.243 -5.289 -0.0009
H -0.688 4.023 -5.352 0.0015
```

**Kohn-Sham gap (alpha / beta)**: 7.45 / 7.55 eV
**Charge**: +2
**Calculated total energy**: -3758.71857 hartree
**2S+1**: 2
**Energy relative to the best compared isomer or geometry (same formula, charge and spin)**: 0.038 eV